# 1
Density functional theory data (ωB97M-V/def2-TZVPD) for a structure of composition C15H24Cl3N6O4PtSSeSi.

Computed properties:
**Calculated total energy**: -5804.30071 hartree
**HOMO-LUMO gap**: 6.199 eV
**E_LUMO**: -4.793 eV
**Maximum force**: 3.02 eV Å⁻¹
**Charge**: +1

CARTESIAN COORDINATES (ANGSTROEM)
Pt (-1.0156, -2.1137, 2.7040)
C (-4.6283, -1.9606, 5.6991)
O (-4.7708, -1.4058, 4.3654)
C (-3.7013, -1.4479, 3.6122)
O (-2.6251, -1.9165, 3.9989)
N (-3.8950, -0.9249, 2.3866)
N (-2.8218, -0.8949, 1.4975)
H (-5.6041, -1.8368, 6.1536)
H (-3.8676, -1.4092, 6.2455)
H (-4.3557, -3.0109, 5.6308)
H (-4.8248, -0.6570, 2.1021)
H (-2.6602, 0.0370, 1.1332)
H (-2.9443, -1.5483, 0.7303)
O (0.8623, -0.2427, -0.9130)
N (0.0089, -1.1460, -0.6926)
O (-1.1742, -0.9302, -0.7798)
C (4.9664, -0.9929, 1.0221)
C (4.2649, -2.1344, 1.7565)
C (2.8286, -2.2591, 1.3771)
N (1.8512, -1.9443, 2.1398)
N (0.6324, -2.1902, 1.5534)
C (0.6452, -2.6178, 0.2774)
N (-0.3257, -3.5851, -0.0529)
S (2.3407, -2.8739, -0.1865)
H (5.9899, -0.8858, 1.3772)
H (4.4456, -0.0504, 1.1925)
H (5.0022, -1.1734, -0.0528)
H (4.2918, -1.9771, 2.8348)
H (4.7687, -3.0801, 1.5457)
H (-0.6099, -3.5984, -1.0226)
H (-0.0395, -4.4968, 0.2793)
C (0.7105, 5.2854, -5.7785)
C (0.5541, 4.3535, -4.6196)
C (1.6055, 4.1416, -3.7290)
C (1.4774, 3.2936, -2.6496)
C (2.6423, 3.0653, -1.7385)
C (0.2161, 2.6626, -2.4323)
Se (-0.0819, 1.7679, -0.8845)
C (-0.8411, 2.8076, -3.3825)
C (-2.1547, 2.0971, -3.2500)
C (-0.6498, 3.6727, -4.4385)
H (1.6963, 5.7428, -5.8035)
H (-0.0408, 6.0752, -5.7286)
H (0.5485, 4.7510, -6.7158)
H (2.5457, 4.6511, -3.8972)
H (3.5243, 3.5706, -2.1257)
H (2.8651, 2.0026, -1.6368)
H (2.4366, 3.4460, -0.7368)
H (-2.0581, 1.1339, -2.7532)
H (-2.5890, 1.9444, -4.2364)
H (-2.8544, 2.7029, -2.6701)
H (-1.4481, 3.8218, -5.1551)
Cl (-0.0042, -3.5804, 5.8071)
Si (-0.3851, -3.9212, 3.8225)
Cl (-1.9693, -5.2453, 3.7451)
Cl (1.2194, -4.9747, 3.0728)

Here are the Mulliken charges for atoms 1 to 6, given in e: number 1, Pt, carries 0.279; number 2, C, carries -0.616; number 3, O, carries -0.414; number 4, C, carries 0.897; number 5, O, carries -0.529; number 6, N, carries -0.226

# 2
Density functional theory data (ωB97M-V/def2-TZVPD) for the molecule C15H24N2O4.

Computed properties:
**Calculated total energy**: -996.33306 hartree
**HOMO-LUMO gap**: 8.617 eV
**E_LUMO**: -0.273 eV
**Maximum force**: 1.34 eV Å⁻¹

CARTESIAN COORDINATES (ANGSTROEM)
C (-5.8004, -0.1699, -0.4815)
C (-4.5041, -0.0583, 0.3103)
C (-3.2830, -0.0719, -0.6135)
N (-2.0531, 0.0796, 0.1531)
C (-1.5297, -1.1844, 0.6539)
C (-0.7492, -2.0473, -0.3485)
C (-0.4675, -3.4279, 0.2301)
C (-1.0645, 0.9592, -0.4442)
C (-0.1308, 1.4956, 0.6498)
O (-0.8800, 2.0005, 1.7250)
C (0.7573, 2.6290, 0.1140)
O (1.6760, 2.1768, -0.8578)
C (2.7773, 1.4921, -0.4914)
C (3.5647, 1.0187, -1.5525)
C (4.7202, 0.3180, -1.3109)
C (5.1126, 0.0762, 0.0046)
N (6.3151, -0.6559, 0.2651)
O (6.6164, -0.8573, 1.4250)
O (6.9654, -1.0351, -0.6885)
C (4.3447, 0.5423, 1.0653)
C (3.1829, 1.2443, 0.8234)
H (-5.8224, -1.0971, -1.0504)
H (-6.6574, -0.1576, 0.1872)
H (-5.8964, 0.6603, -1.1778)
H (-4.4393, -0.8848, 1.0197)
H (-4.4986, 0.8705, 0.8836)
H (-3.2844, -0.9969, -1.2065)
H (-3.3718, 0.7617, -1.3135)
H (-2.3840, -1.7572, 1.0207)
H (-0.8891, -0.9759, 1.5159)
H (-1.3247, -2.1499, -1.2714)
H (0.1986, -1.5645, -0.5964)
H (-1.3965, -3.9499, 0.4489)
H (0.1033, -3.3445, 1.1524)
H (0.1050, -4.0268, -0.4740)
H (-1.5964, 1.8124, -0.8735)
H (-0.4686, 0.4925, -1.2418)
H (0.5225, 0.6795, 1.0010)
H (-1.7091, 1.4967, 1.7331)
H (1.2585, 3.1225, 0.9527)
H (0.1374, 3.3686, -0.3982)
H (3.2365, 1.2241, -2.5586)
H (5.3327, -0.0513, -2.1188)
H (4.6716, 0.3456, 2.0750)
H (2.6024, 1.5974, 1.6599)

Here are the Mulliken charges for atoms 1 to 6, given in e: number 1, C, carries -1.362; number 2, C, carries -0.069; number 3, C, carries -1.066; number 4, N, carries 0.547; number 5, C, carries -1.221; number 6, C, carries 0.150

# 3
Density functional theory data (ωB97M-V/def2-TZVPD) for the molecule C15H24N2O4S.

Computed properties:
**Calculated total energy**: -1394.59578 hartree
**HOMO-LUMO gap**: 9.482 eV
**E_LUMO**: 0.726 eV
**Maximum force**: 0.98 eV Å⁻¹

CARTESIAN COORDINATES (ANGSTROEM)
C (-6.4039, -1.3493, 0.2801)
O (-5.6283, -0.1894, 0.0960)
C (-4.2928, -0.3199, -0.1331)
C (-3.6347, -1.5449, -0.1831)
C (-2.2724, -1.5788, -0.4149)
C (-1.5730, -0.4077, -0.6114)
S (0.1902, -0.5546, -0.8531)
O (0.6162, 0.1354, -2.0398)
O (0.5401, -1.9472, -0.7321)
N (0.7901, 0.3184, 0.4533)
C (1.2253, -0.4497, 1.6038)
C (2.7006, -0.1585, 1.9237)
N (3.4540, -0.0032, 0.6961)
C (4.7154, 0.6947, 0.8624)
C (5.3016, 0.9679, -0.5249)
O (5.5121, -0.2251, -1.2372)
C (4.3020, -0.9397, -1.3722)
C (3.6834, -1.2549, -0.0116)
C (-2.2064, 0.8303, -0.5749)
C (-1.4266, 2.0870, -0.7930)
C (-3.5761, 0.8752, -0.3199)
C (-4.2974, 2.1883, -0.2411)
H (-7.4228, -0.9970, 0.4344)
H (-6.3758, -1.9964, -0.6019)
H (-6.0808, -1.9152, 1.1594)
H (-4.1677, -2.4704, -0.0408)
H (-1.7347, -2.5122, -0.4508)
H (1.5552, 0.8929, 0.1157)
H (1.0783, -1.5096, 1.3794)
H (0.6013, -0.1904, 2.4661)
H (2.7627, 0.7897, 2.4656)
H (3.1001, -0.9538, 2.5748)
H (4.5391, 1.6426, 1.3768)
H (5.4372, 0.1006, 1.4506)
H (6.2752, 1.4551, -0.4437)
H (4.6096, 1.6187, -1.0812)
H (4.5478, -1.8587, -1.9052)
H (3.5801, -0.3567, -1.9624)
H (2.7355, -1.7676, -0.1707)
H (4.3612, -1.9126, 0.5611)
H (-1.1514, 2.5256, 0.1655)
H (-0.5194, 1.8677, -1.3448)
H (-2.0137, 2.8150, -1.3468)
H (-3.7845, 2.8649, 0.4390)
H (-4.3394, 2.6598, -1.2224)
H (-5.3127, 2.0339, 0.1089)

Here are the Mulliken charges for atoms 1 to 6, given in e: number 1, C, carries -0.925; number 2, O, carries -0.461; number 3, C, carries 0.840; number 4, C, carries -0.788; number 5, C, carries -0.984; number 6, C, carries 0.241